80
Properties=species:S:1:pos:R:3:forces:R:3:mulliken_charge:R:1 method="wB97M-V/def2-TZVPD" spin_multiplicity=1 gap_ev=5.79 de_lowest_kj_mol=0.00 charge=+2 lumo_ev=-7.2 total_energy_ha=-4641.518535
C 3.078469 4.268310 -0.947281 -0.4 0.7 -0.6 -0.118
C 2.007455 3.645331 -1.629967 1.4 0.1 -0.5 0.132
C 2.107159 3.490068 -3.037877 -0.1 1.1 0.1 -0.109
C 2.971438 4.362396 -3.718158 -0.5 -0.5 1.0 -0.553
N 3.708701 5.216289 -3.019980 1.1 0.9 -0.6 -0.533
C 3.869185 5.151971 -1.702377 -0.7 -0.9 -0.1 -0.457
C 0.895817 3.138816 -0.919573 -3.1 -2.1 2.0 0.437
C -0.052898 2.595191 -0.317209 2.5 1.5 -2.6 -1.203
C -1.340485 2.108410 0.060299 -0.2 -1.1 0.5 1.203
C -1.612092 0.739366 0.557735 -0.9 1.9 0.1 5.173
C -2.832058 0.595409 1.297574 0.3 0.3 -1.1 -1.161
C -3.807029 1.581012 1.245700 -1.1 -0.1 0.6 -0.316
C -3.602325 2.830710 0.621048 0.3 -1.0 -0.1 -0.633
C -2.353778 3.062449 0.046385 -0.1 0.6 0.3 -0.593
Be -0.354171 0.491579 1.764792 1.1 -0.8 -2.5 -1.327
P 1.303374 -0.089717 0.360004 0.9 -0.2 0.0 0.692
H 1.549096 2.736711 -3.579971 -0.5 0.4 0.1 0.644
H 3.262508 4.110238 0.109655 -0.4 0.4 0.1 0.447
H 2.990599 4.403576 -4.823599 0.2 0.0 0.8 0.362
H 4.566634 5.849863 -1.212320 -0.2 -0.5 -0.4 0.379
H -2.090150 4.024533 -0.407272 -0.4 -0.3 0.3 0.570
H -1.180863 -0.191685 0.027615 -0.6 0.6 0.8 -4.356
H -4.388322 3.587525 0.588583 0.2 -0.3 0.0 0.495
H -2.954872 -0.311890 1.873782 -0.6 -0.2 -0.3 0.529
C 2.034299 -1.752651 0.635445 0.1 -0.6 0.2 -0.445
C 3.140854 -2.175341 -0.352947 0.2 0.0 -0.1 -1.482
H 1.198540 -2.473234 0.595939 0.2 0.3 -0.1 0.472
H 2.420144 -1.819953 1.664855 -0.1 0.2 -0.2 0.571
H 3.501664 -3.197162 -0.133310 -0.3 0.5 0.0 0.464
H 2.766361 -2.159318 -1.389069 0.2 -0.1 0.4 0.309
H 4.017568 -1.508647 -0.294177 -0.4 -0.3 0.0 0.272
C 1.456595 0.193082 -1.470274 -0.8 0.0 -0.5 -0.073
C 2.793219 0.763930 -1.941294 0.5 0.0 0.1 -1.492
H 0.656188 0.904890 -1.711442 0.3 -0.3 -0.1 0.430
H 1.202317 -0.702182 -2.056678 0.1 -0.1 0.6 0.495
H 2.738039 1.106248 -2.986394 0.0 -0.4 0.4 0.487
H 3.064408 1.644350 -1.353821 0.1 -0.4 -0.2 0.257
H 3.622169 0.054778 -1.868026 -0.2 0.0 0.0 0.329
C 2.392807 1.153999 1.145885 0.5 0.2 0.1 0.615
C 3.861095 0.796943 1.340260 0.3 0.2 0.2 -1.562
H 1.949790 1.371868 2.130251 0.2 -0.1 -0.1 -0.029
H 2.268970 2.084485 0.584046 0.2 -0.3 0.2 -0.481
H 4.331590 1.568802 1.967145 0.0 -0.3 -0.2 0.467
H 3.968529 -0.167494 1.849696 0.1 0.2 -0.1 0.367
H 4.412106 0.766461 0.391240 -0.2 -0.1 0.3 0.245
Br -5.568329 1.121737 1.944753 1.2 0.5 -0.3 -0.101
P -1.783263 -2.228094 -1.130481 0.7 2.4 1.9 0.793
C -0.864945 -3.205104 -2.309932 -0.1 -0.4 -0.4 -0.383
C -1.628006 -4.470906 -2.679555 0.3 -0.5 -0.7 -1.297
H 0.116924 -3.437480 -1.852488 -0.5 0.0 -0.3 0.271
H -0.680587 -2.563270 -3.183274 0.0 -0.2 0.1 0.445
H -0.997598 -5.052169 -3.356729 -0.2 -0.2 0.1 0.450
H -1.848121 -5.092565 -1.800397 0.1 0.2 -0.4 0.295
H -2.565386 -4.265411 -3.218347 0.3 0.0 0.3 0.272
C -3.056212 -3.181567 -0.265178 0.0 -0.4 -0.1 -0.766
C -4.406062 -3.275385 -0.963333 -0.5 -0.5 0.2 -1.343
H -3.163719 -2.723972 0.734089 0.0 -0.2 -0.3 0.422
H -2.619974 -4.175730 -0.109671 -0.2 0.1 0.2 0.571
H -5.034920 -3.940569 -0.365696 -0.1 0.1 -0.1 0.458
H -4.920152 -2.307641 -1.017938 0.2 -0.3 -0.1 0.313
H -4.353956 -3.721810 -1.966202 0.1 0.2 0.4 0.184
C -2.768334 -0.895392 -1.933470 0.2 -0.2 -0.1 -0.297
C -3.341204 -1.200849 -3.307398 -0.5 0.5 -0.3 -1.461
H -2.146181 0.016691 -1.960265 -0.1 -0.3 -0.2 0.364
H -3.570967 -0.662837 -1.216073 0.2 -0.1 -0.2 0.284
H -3.883421 -0.300947 -3.624311 0.1 -0.2 -0.3 0.466
H -2.550743 -1.391176 -4.044369 -0.2 -0.1 0.1 0.279
H -4.070756 -2.024470 -3.304041 0.5 0.3 0.0 0.283
N 0.508642 -1.215978 8.432228 -0.7 0.9 -3.2 -0.331
C 0.318670 -0.904487 7.313533 0.6 -0.8 2.4 -0.430
C 0.216082 -0.586365 5.900996 0.1 0.4 -0.1 0.750
C -0.057139 -1.574238 4.961335 -0.3 -0.8 -0.1 -0.638
C -0.105439 -1.283113 3.612231 -0.2 1.1 0.3 0.126
N -0.026279 0.026009 3.232686 0.4 -0.1 0.7 0.662
C 0.301888 1.023133 4.101343 -0.4 -1.2 0.4 0.227
C 0.442710 0.717112 5.440786 0.0 0.6 0.5 -0.824
H -0.309835 -2.575268 5.282916 0.4 -0.1 0.0 0.513
H -0.227862 -2.046054 2.822495 -0.1 0.6 0.5 0.510
H 0.440102 2.035427 3.697194 -0.2 -0.5 0.3 0.507
H 0.665706 1.512426 6.147641 0.1 -0.2 -0.1 0.510

=====

95
Properties=species:S:1:pos:R:3:forces:R:3:mulliken_charge:R:1 method="wB97M-V/def2-TZVPD" spin_multiplicity=1 gap_ev=9.12 lumo_ev=-0.6 total_energy_ha=-10382.593113
C -1.029528 3.128963 -10.568060 -1.3 0.3 0.0 -1.339
C -2.278618 3.209643 -9.604910 0.7 -3.0 -2.4 0.354
C -2.126668 2.666793 -8.175290 1.8 1.2 -1.2 -0.254
O -2.393528 3.877853 -7.503440 -1.2 -0.3 2.6 -0.315
C -3.082628 4.738083 -8.253180 -1.4 3.7 0.2 0.668
O -3.764398 5.693753 -7.866380 2.1 -3.1 -0.9 -0.567
O -2.795648 4.495033 -9.557000 -0.3 1.2 1.2 -0.336
H -0.746448 2.131413 -10.904010 -0.2 -0.2 0.6 0.374
H -0.147238 3.657293 -10.206790 -0.1 0.0 0.3 0.322
H -1.323988 3.611713 -11.499910 0.0 0.2 0.0 0.361
H -3.152348 2.663713 -9.960760 0.5 -0.6 -1.0 0.233
H -1.089168 2.425683 -7.943940 0.0 -0.2 0.0 0.242
H -2.736158 1.779543 -8.003790 -0.5 0.5 0.5 0.257
C -0.000748 -6.248117 0.671940 0.8 2.7 0.6 -1.501
C -0.001538 -7.618927 0.268670 0.1 -2.5 -1.1 0.573
C -1.015238 -7.882517 -0.846990 -0.8 0.3 1.4 -0.447
O -0.323528 -8.712917 -1.715440 -0.3 -1.5 -1.7 -0.312
C 0.983922 -8.724017 -1.475190 4.3 0.6 -3.2 0.679
O 1.918972 -9.030467 -2.270750 -4.2 0.3 3.0 -0.594
O 1.237582 -8.098727 -0.331040 0.0 0.6 0.8 -0.363
H 0.091072 -5.533967 -0.146390 -0.4 -0.2 -0.4 0.367
H 0.865832 -5.963797 1.268850 -0.3 -0.3 0.7 0.360
H -0.951998 -6.078907 1.176510 0.2 0.3 0.3 0.369
H -0.174368 -8.308217 1.095180 -0.1 0.1 0.2 0.249
H -1.416348 -7.002287 -1.349390 0.6 0.3 -0.2 0.290
H -1.903638 -8.332297 -0.403670 0.1 -0.6 -0.3 0.329
C 4.427182 6.027453 -0.356070 -0.7 0.0 0.8 -1.339
C 4.148962 6.582403 1.058570 0.8 0.7 -1.9 0.342
C 3.471842 5.708903 2.047870 -1.0 0.3 -0.3 -0.328
O 4.430922 5.456623 3.054220 1.2 -0.1 0.5 -0.321
C 5.580342 6.165263 2.787730 2.9 0.5 1.1 0.651
O 6.623142 6.267023 3.468140 -4.4 -0.8 -2.2 -0.564
O 5.437312 6.768543 1.578320 1.4 0.3 1.7 -0.333
H 5.023122 5.120593 -0.253320 0.3 0.1 0.1 0.345
H 4.977212 6.807113 -0.883020 -0.1 -0.3 -0.3 0.343
H 3.527302 5.702293 -0.878190 -0.1 0.4 -0.1 0.381
H 3.665502 7.559263 1.069190 0.0 0.1 -0.5 0.258
H 3.101562 4.857333 1.477070 0.0 -0.6 0.9 0.289
H 2.657522 6.305873 2.458490 -0.2 -0.6 0.4 0.274
C -8.354118 -1.010017 1.780370 -0.5 0.8 0.2 -1.399
C -7.461938 -1.534197 0.699560 -1.5 0.3 0.2 0.500
C -5.991028 -1.586947 1.047430 0.4 -1.3 -0.3 -0.324
O -5.761378 -3.006157 0.961070 2.5 0.4 0.7 -0.318
C -6.766068 -3.657867 0.491740 -1.7 -5.4 -2.0 0.687
O -6.743758 -4.870237 0.137700 -0.1 4.5 1.5 -0.622
O -7.863868 -2.881787 0.430860 0.6 -0.3 -0.4 -0.349
H -8.493058 -1.651767 2.650390 0.8 -0.1 0.1 0.325
H -9.384948 -0.857347 1.460730 0.1 0.1 -0.5 0.358
H -7.923518 -0.037277 2.017990 -0.3 0.1 0.6 0.370
H -7.619538 -0.965957 -0.217160 0.0 0.1 0.0 0.242
H -5.682868 -1.318287 2.057850 -0.3 0.4 -0.2 0.269
H -5.366358 -1.142637 0.272520 0.0 0.3 0.3 0.262
C -7.090188 6.808473 4.539660 0.7 -1.2 0.7 -1.350
C -5.955748 5.968333 5.279270 -1.9 1.4 0.1 0.384
C -6.461688 4.665703 5.896410 -3.4 2.6 2.2 -0.425
O -5.732348 3.687033 5.380970 1.9 -3.2 -0.6 -0.301
C -4.896378 4.170243 4.486960 1.8 -1.5 -3.6 0.698
O -4.208898 3.529193 3.709340 -1.0 0.8 1.9 -0.582
O -5.018378 5.486003 4.400430 1.5 0.5 -1.4 -0.349
H -7.722908 6.196583 3.896730 0.2 -0.5 0.1 0.352
H -6.722798 7.580093 3.863100 0.3 0.3 0.6 0.346
H -7.757568 7.155513 5.328510 0.1 0.5 -0.1 0.366
H -5.426268 6.563893 6.022940 -0.2 0.3 0.0 0.292
H -7.506818 4.512443 5.627510 -0.2 0.0 0.0 0.264
H -6.428658 4.668883 6.985920 0.2 0.0 0.1 0.305
C 7.361302 -5.588067 3.556450 0.0 1.0 1.3 -1.366
C 6.665082 -5.989577 4.907310 2.1 0.0 -2.9 0.343
C 5.970282 -7.346337 4.805410 -1.2 1.9 -1.5 -0.392
O 6.393352 -8.062547 5.893480 1.1 -0.6 1.6 -0.296
C 7.496312 -7.476337 6.407770 2.1 0.6 3.7 0.623
O 8.116732 -7.867927 7.408370 -2.0 1.0 -3.8 -0.548
O 7.770372 -6.241907 5.777860 -1.1 -2.2 1.3 -0.332
H 8.231072 -6.211177 3.348270 -0.5 -0.5 -0.2 0.360
H 7.813872 -4.631587 3.818040 0.1 0.3 -0.3 0.363
H 6.709342 -5.378407 2.708460 -0.1 -0.5 0.1 0.369
H 6.098562 -5.110527 5.214570 -0.3 -0.5 0.6 0.280
H 6.213662 -7.880427 3.886920 0.1 0.1 -0.1 0.296
H 4.908622 -7.099517 4.812040 -0.2 -0.8 0.2 0.298
F 5.117032 -0.080087 -0.290720 -1.4 0.6 -0.1 -0.287
C 3.752712 0.030803 -0.136330 -1.3 -0.3 -1.0 0.251
C 2.874862 0.457093 -1.188310 1.3 -0.3 0.1 -0.394
C 1.492642 0.361203 -1.076230 1.1 -0.4 0.6 -0.413
C 0.967382 -0.145037 0.096050 -0.3 0.5 1.1 -0.438
C 1.775732 -0.491357 1.180610 1.2 0.4 -0.9 -0.556
C 3.191502 -0.425707 1.040760 -0.7 0.1 0.0 -0.209
H 3.264042 0.832993 -2.122990 0.4 0.0 0.0 0.442
H 0.821982 0.647913 -1.872730 0.2 0.1 -0.1 0.397
H -0.104068 -0.071457 0.210100 -0.2 -0.4 0.2 0.394
H 1.348132 -0.768277 2.132910 0.0 -0.1 0.0 0.403
H 3.873252 -0.706797 1.829830 -0.1 -0.1 0.2 0.414
C 5.250702 2.495183 -6.839020 0.3 -0.4 0.9 -0.283
Br 6.819122 2.432103 -5.569320 -1.0 0.3 -1.0 -0.037
Br 5.739832 2.677543 -8.691150 0.0 0.0 0.5 -0.004
Br 3.892822 3.776703 -6.305600 0.5 -0.2 -0.1 -0.002
H 4.799332 1.516603 -6.675480 0.1 0.3 -0.3 0.327

=====

88
Properties=species:S:1:pos:R:3:forces:R:3:mulliken_charge:R:1 method="wB97M-V/def2-TZVPD" spin_multiplicity=1 gap_ev=7.69 smiles="N#COc1ccc2c(c1CCCN)C(=O)c1ccc(CCCCS(=O)(=O)Cl)cc1C2=O.CN(C)C=O.CN(C)C=O.CN(C)C=O" lumo_ev=-0.8 total_energy_ha=-2940.356036
N -3.269289 -0.713062 -0.481563 -0.2 0.4 0.4 -0.425
C -3.018246 -0.121119 -1.434857 0.8 -0.5 -3.1 0.397
O -2.619411 0.229155 -2.697642 0.2 -0.2 3.1 -0.384
C -1.209663 0.500102 -2.568388 3.0 1.5 0.0 0.142
C -0.869759 1.927149 -2.405672 1.3 -1.4 0.0 -0.403
C 0.509557 2.362132 -2.218032 -0.6 -2.7 -0.5 -0.906
C 1.533201 1.308721 -2.212015 -0.9 -0.7 0.0 0.601
C 1.210405 -0.125711 -2.404531 -1.4 1.5 0.1 0.811
C -0.192886 -0.572027 -2.595287 0.4 1.5 0.2 -0.007
C -0.568329 -2.085732 -2.772175 0.0 0.0 -0.3 -0.569
C -1.694522 -2.331664 -3.875014 0.5 -0.1 0.8 -0.605
C -1.437961 -1.561188 -5.232166 -0.8 -0.2 -0.1 -0.580
N -2.629956 -0.750395 -5.618528 0.0 0.5 0.2 -0.731
C 2.418328 -1.130492 -2.374799 0.3 0.8 0.9 -0.197
O 2.568520 -2.041563 -3.153258 -0.3 0.4 0.5 -0.567
C 3.474253 -0.821175 -1.253705 0.4 1.0 0.8 0.608
C 4.081877 -1.871112 -0.431890 0.6 2.1 0.3 -0.919
C 5.035851 -1.495476 0.613310 -1.0 2.2 -1.2 -0.882
C 5.367499 -0.065678 0.833141 -1.2 -0.6 -1.4 0.606
C 6.353467 0.306250 1.988650 -1.1 0.1 0.5 -1.059
C 6.254940 1.822253 2.466721 0.9 -1.2 0.4 -0.595
C 5.021015 2.107419 3.409803 0.4 1.3 -0.5 -0.734
C 3.741196 2.692685 2.699759 -0.9 -0.5 1.5 -0.571
S 4.004000 4.292701 1.845885 1.5 1.3 -3.2 1.071
O 3.559579 4.229312 0.450265 -0.3 -0.6 2.3 -0.466
O 5.364771 4.800480 1.959198 -1.5 -0.9 1.1 -0.569
Cl 2.769908 5.725262 2.748594 0.4 -0.9 0.0 -0.270
C 4.742671 0.977308 -0.013319 -0.2 -2.1 -0.3 -0.035
C 3.791972 0.615339 -1.057128 0.5 -2.0 1.0 -0.005
C 3.047179 1.655334 -1.968707 -0.6 -0.8 0.7 -0.052
O 3.570362 2.640848 -2.417683 -0.3 -0.5 0.4 -0.494
H -1.681897 2.697797 -2.424634 0.8 -1.0 0.1 0.433
H 0.738417 3.446080 -2.082971 0.0 -1.2 -0.1 0.462
H 0.314394 -2.701780 -3.101137 -0.6 1.2 0.4 -0.125
H -0.858428 -2.511280 -1.763120 0.0 0.6 -1.0 0.402
H -1.674039 -3.431574 -4.083483 -0.3 1.2 0.3 0.544
H -2.686235 -2.093118 -3.397426 0.9 -0.1 -0.8 0.523
H -0.539406 -0.888990 -5.228860 -0.6 -0.7 0.3 0.254
H -1.278326 -2.313081 -6.039829 -0.1 0.8 0.9 0.312
H -3.392524 -0.838105 -4.944523 0.4 -0.1 -0.3 0.279
H -2.411681 0.246290 -5.653272 0.0 -0.4 0.0 0.290
H 3.800664 -2.937936 -0.585384 0.3 1.1 0.0 0.388
H 5.507367 -2.243347 1.292228 -0.5 0.6 -0.8 0.365
H 7.406883 -0.012767 1.763743 -1.0 0.5 -0.1 0.424
H 6.037743 -0.314098 2.883684 0.4 0.5 -0.9 0.344
H 7.179012 1.986440 3.098428 -1.0 -0.1 -0.7 0.372
H 6.356962 2.514371 1.595991 -0.3 -0.4 0.9 0.389
H 4.706618 1.214405 4.011354 0.3 0.7 -0.7 0.393
H 5.357155 2.889838 4.150776 -0.4 -0.8 -0.7 0.373
H 3.232879 1.994426 1.985702 0.7 0.8 0.3 0.264
H 2.983438 2.897374 3.515320 0.7 0.0 -1.0 0.523
H 4.994205 2.048949 0.141525 -0.3 -1.0 -0.3 0.500
C -7.436802 0.044024 2.848893 0.3 -0.1 -0.1 -0.945
N -6.066419 0.483138 2.681488 -0.1 0.4 0.2 0.157
C -5.067650 -0.476290 2.237978 0.1 0.3 0.0 -0.890
C -5.686549 1.757696 2.924712 -0.1 -0.3 -0.1 0.134
O -4.553294 2.188038 2.802488 0.0 -0.1 0.0 -0.638
H -7.468825 -0.756869 3.591372 -0.2 0.0 0.0 0.342
H -7.812840 -0.330387 1.893886 -0.1 0.0 0.1 0.338
H -8.069940 0.865792 3.183619 0.1 0.0 0.0 0.295
H -4.282199 -0.549404 2.993246 0.0 -0.1 -0.1 0.274
H -4.623926 -0.127641 1.307663 0.1 -0.2 0.1 0.320
H -5.520506 -1.454705 2.083895 -0.1 0.1 0.0 0.362
H -6.518980 2.401508 3.255594 -0.1 0.0 0.0 0.296
C 1.338908 -7.004807 -4.423536 -0.1 0.0 -0.3 -0.955
N 0.660494 -6.096471 -5.326412 -0.1 0.3 0.4 0.112
C 0.502556 -6.475073 -6.719045 -0.1 0.3 0.0 -0.954
C 0.169436 -4.906278 -4.912823 0.2 -0.3 -0.2 0.417
O -0.408730 -4.101157 -5.620514 0.6 -1.0 -0.2 -0.636
H 2.355832 -7.176003 -4.783958 0.0 -0.1 0.2 0.344
H 0.798267 -7.953821 -4.395855 0.1 0.0 0.1 0.349
H 1.382880 -6.590225 -3.416581 0.0 0.0 -0.1 0.316
H 0.987839 -5.729384 -7.351710 -0.1 -0.1 -0.1 0.304
H -0.560533 -6.502316 -6.966153 0.1 0.0 -0.1 0.294
H 0.945947 -7.453202 -6.899511 0.0 0.1 0.1 0.378
H 0.342342 -4.717141 -3.840019 0.0 -0.1 0.0 0.072
C -4.211530 4.951080 6.243107 0.1 -0.3 -0.1 -0.847
N -3.303672 3.889747 6.626924 0.1 0.2 0.5 0.138
C -3.075927 2.791973 5.703364 0.1 0.0 0.2 -0.850
C -2.660939 3.889429 7.819389 -0.1 0.0 -0.2 0.119
O -1.888452 3.030437 8.199703 -0.1 0.0 -0.1 -0.589
H -5.202196 4.527613 6.060554 0.0 0.2 -0.1 0.295
H -3.844865 5.424301 5.329259 -0.2 0.1 0.0 0.307
H -4.284513 5.702749 7.029291 0.1 -0.1 0.0 0.302
H -3.363201 1.854144 6.183955 0.1 0.0 -0.1 0.279
H -2.013355 2.746147 5.456444 -0.1 -0.1 -0.1 0.279
H -3.657505 2.930710 4.793860 0.1 0.0 0.1 0.305
H -2.904883 4.766703 8.442352 -0.1 0.0 0.0 0.256